This record from OMol25 describes a 18-piece molecular cluster, C60H137N18O18 overall. The level of theory is wB97M-V/def2-TZVPD.

Cartesian coordinates (Å):
C -27.093 -28.365 -2.320
C -25.945 -27.492 -1.651
C -24.663 -27.716 -2.507
C -24.719 -26.999 -3.866
C -24.958 -25.473 -3.716
C -26.230 -25.150 -2.853
N -26.186 -25.992 -1.597
O -27.120 -25.613 -0.596
C -27.449 -25.331 -3.788
C -26.069 -23.643 -2.529
C -25.653 -28.145 -0.244
H -26.963 -29.419 -2.074
H -27.235 -28.241 -3.394
H -27.998 -27.967 -1.861
H -24.516 -28.763 -2.772
H -23.777 -27.416 -1.947
H -25.510 -27.450 -4.464
H -23.752 -27.160 -4.343
H -25.082 -25.194 -4.763
H -24.093 -25.005 -3.246
H -27.452 -24.610 -4.606
H -28.303 -25.091 -3.154
H -27.626 -26.355 -4.117
H -25.932 -22.956 -3.364
H -25.138 -23.474 -1.988
H -26.876 -23.182 -1.960
H -25.138 -29.103 -0.321
H -26.558 -28.310 0.340
H -25.043 -27.459 0.344
C -18.539 -22.900 -0.929
C -19.550 -23.966 -1.122
O -19.781 -24.771 -0.261
N -20.171 -23.950 -2.313
C -21.337 -24.673 -2.824
H -18.773 -22.255 -0.083
H -18.438 -22.326 -1.850
H -17.545 -23.292 -0.711
H -19.841 -23.356 -3.060
H -20.945 -25.164 -3.715
H -22.187 -24.030 -3.048
H -21.713 -25.514 -2.241
C -23.795 -20.773 -2.862
C -24.610 -19.544 -3.261
O -25.781 -19.423 -2.984
N -23.940 -18.538 -3.857
C -24.510 -17.330 -4.415
H -23.847 -21.481 -3.689
H -24.291 -21.227 -2.004
H -22.783 -20.486 -2.577
H -22.951 -18.644 -3.682
H -25.542 -17.216 -4.083
H -24.485 -17.262 -5.503
H -23.972 -16.444 -4.080
C -30.029 -28.689 5.944
C -29.126 -28.350 4.751
O -28.096 -27.697 4.959
N -29.527 -28.657 3.496
C -28.776 -28.202 2.309
H -30.964 -29.176 5.666
H -30.216 -27.779 6.514
H -29.528 -29.379 6.624
H -30.409 -29.114 3.313
H -28.650 -28.970 1.546
H -27.761 -27.896 2.564
H -29.261 -27.367 1.802
C -32.603 -21.441 -2.428
C -32.304 -22.900 -2.698
O -33.202 -23.431 -3.358
N -31.102 -23.430 -2.404
C -30.129 -22.893 -1.558
H -32.280 -21.087 -1.450
H -33.673 -21.302 -2.579
H -32.000 -20.823 -3.093
H -30.976 -24.363 -2.769
H -29.650 -23.785 -1.157
H -30.362 -22.252 -0.708
H -29.364 -22.342 -2.105
C -31.418 -28.076 -7.024
C -31.562 -27.959 -5.501
O -32.197 -28.825 -4.907
N -30.849 -26.994 -4.944
C -30.532 -25.642 -5.542
H -30.384 -27.909 -7.328
H -32.060 -27.275 -7.390
H -31.673 -29.022 -7.500
H -30.880 -27.009 -3.935
H -29.582 -25.767 -6.060
H -30.341 -24.844 -4.824
H -31.350 -25.231 -6.134
C -22.202 -27.897 0.479
C -21.333 -28.865 1.301
O -21.872 -29.612 2.112
N -19.995 -28.917 1.185
C -19.077 -27.870 0.749
H -21.723 -27.263 -0.268
H -22.706 -27.217 1.165
H -22.900 -28.463 -0.137
H -19.650 -29.705 1.715
H -19.589 -27.163 0.096
H -18.185 -28.302 0.295
H -18.715 -27.291 1.598
C -29.153 -31.519 -2.508
C -30.381 -30.880 -1.918
O -31.442 -30.937 -2.498
N -30.196 -30.396 -0.671
C -31.246 -29.826 0.197
H -29.494 -32.302 -3.185
H -28.571 -31.958 -1.698
H -28.504 -30.804 -3.014
H -29.223 -30.355 -0.402
H -31.034 -28.825 0.571
H -31.399 -30.537 1.010
H -32.169 -29.804 -0.382
C -25.798 -23.757 -7.898
C -26.305 -24.019 -9.324
O -26.913 -23.117 -9.925
N -26.107 -25.238 -9.761
C -26.578 -25.759 -11.067
H -24.735 -24.000 -7.912
H -26.358 -24.302 -7.138
H -25.836 -22.691 -7.671
H -25.568 -25.887 -9.205
H -27.502 -26.313 -10.896
H -25.860 -26.497 -11.425
H -26.624 -24.994 -11.841
C -24.418 -29.423 -9.098
C -25.207 -28.248 -8.481
O -24.646 -27.196 -8.268
N -26.482 -28.463 -8.109
C -27.325 -27.580 -7.375
H -25.125 -30.179 -9.442
H -23.648 -29.735 -8.393
H -23.981 -29.060 -10.028
H -26.886 -29.367 -8.310
H -27.931 -28.115 -6.644
H -27.961 -27.123 -8.133
H -26.716 -26.881 -6.802
C -25.635 -25.469 2.823
C -24.416 -25.004 2.118
O -23.513 -24.505 2.777
N -24.365 -25.184 0.774
C -23.256 -24.881 -0.060
H -26.401 -24.696 2.892
H -25.337 -25.751 3.833
H -26.194 -26.277 2.350
H -25.202 -25.433 0.266
H -23.154 -23.806 -0.211
H -23.307 -25.516 -0.944
H -22.350 -25.200 0.455
C -26.943 -30.570 6.109
C -25.697 -30.545 5.310
O -24.926 -31.505 5.380
N -25.574 -29.534 4.453
C -24.401 -29.286 3.670
H -27.750 -30.770 5.404
H -27.093 -29.639 6.655
H -26.927 -31.361 6.858
H -26.177 -28.724 4.465
H -23.981 -30.237 3.341
H -23.611 -28.856 4.286
H -24.565 -28.645 2.804
C -25.340 -30.270 -5.474
C -24.637 -31.604 -5.771
O -23.629 -31.954 -5.126
N -25.061 -32.319 -6.810
C -24.383 -33.521 -7.343
H -24.797 -29.425 -5.897
H -25.455 -30.041 -4.415
H -26.322 -30.294 -5.947
H -25.959 -32.037 -7.178
H -23.444 -33.839 -6.891
H -24.106 -33.399 -8.390
H -25.081 -34.358 -7.347
C -29.281 -23.620 1.944
C -28.380 -22.416 1.618
O -28.580 -21.309 2.204
N -27.304 -22.635 0.841
C -26.162 -21.702 0.666
H -29.660 -23.399 2.942
H -28.784 -24.591 1.944
H -30.131 -23.561 1.264
H -27.293 -23.433 0.222
H -25.297 -22.138 1.164
H -26.295 -20.694 1.061
H -26.004 -21.665 -0.412
C -34.384 -26.302 -1.557
C -33.043 -26.990 -1.690
O -33.078 -28.097 -2.175
N -31.903 -26.327 -1.395
C -30.488 -26.736 -1.595
H -34.920 -26.458 -2.494
H -34.233 -25.243 -1.349
H -34.983 -26.636 -0.710
H -32.072 -25.352 -1.192
H -30.462 -27.730 -2.042
H -29.955 -26.710 -0.645
H -29.963 -26.064 -2.273
C -29.769 -21.678 -8.691
C -29.126 -22.030 -7.312
O -29.184 -23.199 -6.969
N -28.655 -21.050 -6.518
C -28.118 -21.311 -5.188
H -29.640 -20.602 -8.800
H -30.848 -21.721 -8.544
H -29.420 -22.270 -9.537
H -28.626 -20.096 -6.849
H -28.251 -22.326 -4.814
H -28.460 -20.637 -4.402
H -27.049 -21.118 -5.101
C -21.828 -25.579 -7.110
C -21.287 -26.884 -6.651
O -20.090 -26.981 -6.401
N -22.173 -27.863 -6.358
C -21.725 -29.169 -5.866
H -22.038 -24.896 -6.287
H -22.606 -25.581 -7.873
H -21.007 -25.162 -7.693
H -23.144 -27.677 -6.562
H -20.716 -29.183 -5.455
H -21.783 -29.834 -6.728
H -22.350 -29.602 -5.085
C -25.743 -32.205 1.526
C -27.208 -32.365 1.145
O -27.730 -31.412 0.578
N -27.878 -33.457 1.456
C -29.235 -33.674 1.004
H -25.624 -31.713 2.492
H -25.173 -31.654 0.778
H -25.307 -33.204 1.549
H -27.381 -34.277 1.771
H -29.358 -33.546 -0.072
H -29.820 -32.835 1.382
H -29.509 -34.688 1.296

Results
Molecular weight   1398.9 g mol⁻¹
Energy above the lowest of the compared OMol25 structures with the same formula, charge and spin   2.9108 eV
Charge   -1
Maximum force   3.98 eV/A